Entry 1:
Density functional theory data (the ωB97M-V functional and the def2-TZVPD basis) for an isolated ion of composition C3H7N2S and charge +1 in a non-equilibrium geometry.

Results
LUMO, eV: -3.79
Gap between HOMO and LUMO, eV: 10.89
Total energy, eV: -17032.1286
HOMO energy, eV: -14.686
Energy relative to the best compared isomer or geometry (same formula, charge and spin), eV: 1.442

Geometry as ORCA input:
```
! RIJCOSX wB97M-V def2-TZVPD def2/J DEFGRID3
* xyz 1 1
C 0.50 -0.46 -0.06
C 2.04 1.06 0.35
C -1.89 -0.60 -0.30
N 0.56 0.80 0.62
N -0.57 -1.13 -0.40
S 2.19 -0.70 -0.33
H 2.08 1.85 -0.35
H 2.54 1.10 1.31
H -2.50 -1.30 0.27
H -1.89 0.28 0.24
H -2.34 -0.29 -1.35
H -0.16 1.45 0.64
H -0.57 -2.06 -0.64
*
```


Entry 2:
Density functional theory data (the ωB97M-V functional and the def2-TZVPD basis) for C16H31F2N7O8S2Si as an isolated structure in a non-equilibrium geometry.

Results
LUMO, eV: -0.41
Gap between HOMO and LUMO, eV: 8.27
Total energy, eV: -78888.5824
HOMO energy, eV: -8.687

Geometry as ORCA input:
```
! RIJCOSX wB97M-V def2-TZVPD def2/J DEFGRID3
* xyz 0 1
C 5.36 -1.01 -1.46
C 5.22 0.44 -0.98
C 4.56 0.52 0.41
C 3.71 1.78 0.63
N 2.34 1.48 0.99
C 1.91 1.00 2.16
N 2.77 0.77 3.21
C 3.00 -0.41 3.52
O 3.27 -1.49 3.79
N 0.61 0.81 2.18
C 0.18 1.16 0.96
N -1.10 1.01 0.62
N -1.65 1.33 -0.61
C -1.94 0.34 1.65
C -3.30 -0.02 1.15
O -3.16 -1.00 0.15
Si -4.46 -1.55 -0.73
C -3.86 -1.66 -2.50
C -5.05 -3.23 -0.20
C -5.91 -0.37 -0.69
N 1.21 1.62 0.20
C 1.33 2.11 -1.16
C 1.33 3.65 -1.27
C 0.10 4.25 -1.95
C -0.27 3.51 -3.19
O -1.27 2.85 -3.31
O 0.65 3.63 -4.15
H 5.44 -1.70 -0.62
H 6.24 -1.13 -2.08
H 4.50 -1.32 -2.05
H 6.22 0.86 -0.93
H 4.65 1.01 -1.71
H 3.90 -0.34 0.50
H 5.34 0.44 1.17
H 3.72 2.35 -0.29
H 4.13 2.43 1.40
H -1.56 2.31 -0.85
H -1.34 0.72 -1.35
H -1.35 -0.52 1.91
H -1.99 0.96 2.55
H -3.82 0.87 0.79
H -3.84 -0.42 2.01
H -4.38 -2.42 -3.07
H -3.96 -0.69 -2.98
H -2.80 -1.91 -2.49
H -5.82 -3.52 -0.92
H -4.28 -4.00 -0.22
H -5.54 -3.21 0.78
H -6.75 -0.84 -1.20
H -5.68 0.54 -1.25
H -6.22 -0.07 0.31
H 2.26 1.73 -1.57
H 0.54 1.66 -1.75
H 1.43 4.09 -0.27
H 2.22 3.96 -1.82
H 0.34 5.28 -2.22
H -0.76 4.32 -1.29
H 0.48 2.93 -4.80
N 0.98 -3.36 2.93
S 0.75 -4.66 3.84
O 1.02 -5.89 3.16
O -0.36 -4.58 4.72
F 2.02 -4.43 4.76
S -0.03 -3.16 1.75
O 0.46 -2.15 0.85
O -1.41 -3.11 2.11
F 0.11 -4.50 0.91
*
```


Entry 3:
Density functional theory data (the ωB97M-V functional and the def2-TZVPD basis) for a 2-piece molecular cluster, C9H15NO2 overall in a non-equilibrium geometry.

Results
LUMO, eV: 0.88
Gap between HOMO and LUMO, eV: 8.40
Total energy, eV: -15155.7210
HOMO energy, eV: -7.515
Energy relative to the best compared isomer or geometry (same formula, charge and spin), eV: 5.903

Geometry as ORCA input:
```
! RIJCOSX wB97M-V def2-TZVPD def2/J DEFGRID3
* xyz 0 1
C 0.27 2.41 3.82
C 0.01 1.29 3.23
C 1.81 -1.67 -0.92
C -0.42 0.95 1.85
C -1.96 -1.46 -1.33
C 0.88 1.79 -0.93
C -1.12 -1.36 -0.02
C 0.03 0.61 -1.10
C 0.00 -0.35 -0.01
N 1.65 -1.39 -2.11
O -1.44 1.44 1.38
O 0.38 0.02 1.28
H -0.03 2.55 4.90
H 0.41 3.28 3.23
H 0.05 0.37 3.79
H 2.34 -2.34 -0.24
H -1.37 -1.78 -2.14
H -2.68 -2.11 -1.08
H -2.36 -0.52 -1.62
H 1.88 1.54 -0.63
H 1.00 2.54 -1.75
H 0.42 2.31 -0.11
H -1.87 -1.00 0.77
H -0.70 -2.33 0.23
H -1.06 0.82 -1.43
H 0.28 -0.04 -2.12
H 2.10 -1.90 -2.91
*
```


Entry 4:
Density functional theory data (the ωB97M-V functional and the def2-TZVPD basis) for one molecule with the formula C10H8O in a non-equilibrium geometry.

Results
LUMO, eV: 1.00
Gap between HOMO and LUMO, eV: 9.75
Total energy, eV: -12544.7693
SMILES string: c1ccc(-c2ccco2)cc1
HOMO energy, eV: -8.750
Energy relative to the best compared isomer or geometry (same formula, charge and spin), eV: 2.620

Geometry as ORCA input:
```
! RIJCOSX wB97M-V def2-TZVPD def2/J DEFGRID3
* xyz 0 1
C -0.07 3.12 0.32
C 0.66 2.46 -0.70
C 0.66 1.16 -0.91
C -0.06 0.32 0.02
C 0.02 -1.15 -0.08
C 0.82 -2.12 0.36
C 0.33 -3.33 -0.10
C -0.70 -3.03 -0.82
O -0.94 -1.75 -0.94
C -0.73 0.94 1.04
C -0.81 2.28 1.20
H 0.04 4.11 0.36
H 0.98 3.10 -1.44
H 1.21 0.54 -1.64
H 1.56 -1.87 1.06
H 0.88 -4.30 -0.07
H -1.41 -3.52 -1.40
H -1.16 0.42 1.80
H -1.28 2.65 1.95
*
```


Entry 5:
Density functional theory data (the ωB97M-V functional and the def2-TZVPD basis) for a 2-piece molecular cluster, C5H4N2 overall in a non-equilibrium geometry.

Results
LUMO (alpha / beta), eV: -1.93 / -1.93
Gap between HOMO and LUMO (alpha / beta), eV: 8.23 / 8.23
Total energy, eV: -8221.9456
HOMO energy (alpha / beta), eV: -10.158 / -10.158
Energy relative to the best compared isomer or geometry (same formula, charge and spin), eV: 7.548

Geometry as ORCA input:
```
! RIJCOSX wB97M-V def2-TZVPD def2/J DEFGRID3
* xyz 0 1
C 2.70 -2.00 -0.41
C 1.59 -1.70 -0.09
C -0.17 0.94 -0.28
C -1.38 1.68 0.10
C -0.24 -0.14 0.48
N -2.08 0.97 0.97
N -1.39 -0.25 1.11
H 3.56 -2.49 -0.88
H 0.61 1.26 -0.99
H -1.58 2.65 -0.41
H -1.73 -0.77 1.91
*
```


Entry 6:
Density functional theory data (the ωB97M-V functional and the def2-TZVPD basis) for C14H20Cl3MoNO3 as an isolated structure in a non-equilibrium geometry.

Results
LUMO (alpha / beta), eV: 5.25 / 5.24
Gap between HOMO and LUMO (alpha / beta), eV: 5.44 / 5.43
Total energy, eV: -61902.2655
⟨S²⟩: 2.02
HOMO energy (alpha / beta), eV: -0.183 / -0.182

Geometry as ORCA input:
```
! RIJCOSX wB97M-V def2-TZVPD def2/J DEFGRID3
* xyz -2 3
C -1.05 -1.94 0.51
C -1.72 -1.56 -0.69
C -2.15 -0.21 -0.57
C -2.16 -2.50 -1.76
C -1.72 0.28 0.71
C -1.01 -0.80 1.38
C -0.62 -0.79 2.81
C -0.70 -3.34 0.89
C -3.10 0.47 -1.51
C -2.17 1.55 1.33
Mo 0.10 -0.15 -0.55
Cl 0.44 -0.86 -2.83
Cl 1.87 -1.63 -0.04
Cl -0.27 1.96 -1.62
H -1.44 -3.31 -1.87
H -2.26 -1.96 -2.71
H -3.13 -2.94 -1.53
H -2.74 0.36 -2.54
H -3.21 1.53 -1.26
H -4.09 0.00 -1.46
H -2.31 2.32 0.55
H -1.42 1.89 2.06
H -3.13 1.41 1.86
H -0.30 0.23 3.08
H 0.22 -1.47 3.03
H -1.50 -1.02 3.44
H -0.14 -3.81 0.07
H -1.60 -3.93 1.05
H -0.10 -3.35 1.81
O 2.00 -0.71 3.30
H 2.34 -0.56 4.22
O 0.47 2.10 2.49
C 1.42 1.88 1.74
C 2.80 2.47 2.07
C 3.48 2.52 0.73
C 2.65 1.58 -0.16
O 2.95 1.22 -1.28
N 1.48 1.20 0.54
H 2.71 3.44 2.56
H 3.30 1.78 2.76
H 3.47 3.54 0.33
H 4.52 2.19 0.79
*
```